Entry from the Open Molecules 2025 dataset: a cluster of 11 separate species, C29H89O38P9 in total in a non-equilibrium geometry (wB97M-V/def2-TZVPD).

Calculated values
Structure (SMILES): COP(=O)(OC)OC.COP(=O)(OC)OC.COP(=O)(OC)OC.COP(=O)(OC)OC.COP(=O)(OC)OC.COP(=O)(OC)OC.COP(=O)(OC)OC.COP(=O)(OC)OC.COP(=O)(OC)OC.CO.CO
Frontier orbital gap: 10.43 eV
Total charge: 0
LUMO: 0.2 eV

Last column: Mulliken charge in e.
Element x y z (Å)
C -0.0195 -31.5632 30.3271  -0.610
O 0.8547 -31.6052 29.1518  -0.287
P 2.2170 -32.5481 29.1554  1.061
O 2.8996 -32.6922 27.8337  -0.658
O 3.2065 -31.9266 30.3119  -0.333
C 3.7456 -30.5623 30.1082  -0.694
O 1.7777 -33.9973 29.7702  -0.320
C 1.0818 -34.8381 28.9314  -0.693
H 0.0655 -30.5986 30.8275  0.246
H 0.2051 -32.4239 30.9570  0.333
H -1.0312 -31.5928 29.9224  0.232
H 3.4045 -30.0971 29.1834  0.321
H 4.8339 -30.5297 30.1610  0.281
H 3.3809 -29.8354 30.8340  0.276
H 1.0843 -34.4316 27.9201  0.369
H 0.1659 -34.9939 29.5015  0.232
H 1.5492 -35.8136 28.7973  0.247
C 8.2597 -34.6225 22.4556  -0.593
O 9.4449 -34.4039 21.6354  -0.254
P 9.3834 -34.1662 20.0308  0.971
O 8.2742 -34.9019 19.3091  -0.663
O 10.8623 -34.4599 19.3814  -0.345
C 11.5253 -35.7067 19.6898  -0.713
O 9.3332 -32.5761 19.8526  -0.281
C 8.1213 -31.8815 19.9828  -0.804
H 7.4333 -34.3186 21.8131  0.280
H 8.3037 -34.0024 23.3509  0.257
H 8.0380 -35.6615 22.6995  0.272
H 12.4546 -35.7288 20.2590  0.309
H 11.6250 -36.3211 18.7950  0.305
H 10.9524 -36.3711 20.3367  0.279
H 7.1737 -32.3775 19.7727  0.376
H 8.0540 -31.0651 19.2637  0.293
H 7.9298 -31.4326 20.9574  0.309
C 19.4983 -22.6161 22.3509  -0.617
O 20.5628 -23.5374 22.6203  -0.370
P 21.1624 -23.6020 24.1510  1.035
O 22.2708 -24.5530 24.3369  -0.697
O 19.8224 -23.8795 25.0754  -0.263
C 19.8502 -23.6114 26.4923  -0.597
O 21.5400 -22.0137 24.3944  -0.268
C 22.9133 -21.6405 24.1739  -0.695
H 19.6565 -22.0014 21.4648  0.258
H 19.1825 -22.0012 23.1937  0.312
H 18.6812 -23.2848 22.0801  0.268
H 20.2696 -22.6110 26.5999  0.280
H 20.5039 -24.2728 27.0609  0.285
H 18.8197 -23.6304 26.8469  0.241
H 23.5176 -22.4345 23.7351  0.339
H 23.3895 -21.2234 25.0612  0.235
H 22.8759 -20.8490 23.4254  0.255
C 1.7099 -29.9600 21.0897  -0.693
O 1.6067 -30.7929 19.9087  -0.280
P 1.3757 -30.0002 18.4843  1.049
O 2.5555 -29.2296 17.9805  -0.686
O 0.8517 -31.1981 17.5020  -0.278
C 1.8198 -32.1297 17.0887  -0.715
O 0.0047 -29.1279 18.7599  -0.344
C -1.1775 -29.8295 18.8511  -0.675
H 2.6988 -29.9341 21.5475  0.267
H 1.0061 -30.3767 21.8101  0.277
H 1.3195 -28.9524 20.9466  0.311
H 2.0082 -31.8154 16.0622  0.279
H 1.4071 -33.1385 17.1023  0.274
H 2.7507 -32.2580 17.6410  0.319
H -0.9595 -30.8700 19.0920  0.318
H -1.7725 -29.8436 17.9380  0.283
H -1.7951 -29.5290 19.6975  0.292
C 8.4733 -26.6331 26.0232  -0.633
O 9.5928 -27.4124 25.6001  -0.304
P 11.0583 -27.4295 26.4237  1.020
O 11.0958 -28.0971 27.7360  -0.653
O 11.4101 -25.8546 26.4333  -0.240
C 12.7036 -25.4078 26.2939  -0.626
O 12.0691 -28.1301 25.3574  -0.317
C 11.7581 -29.4583 24.9070  -0.730
H 8.5627 -26.1453 26.9939  0.292
H 7.5974 -27.2818 26.0247  0.256
H 8.4007 -25.8608 25.2575  0.248
H 13.3779 -26.2528 26.1548  0.318
H 12.9831 -24.8666 27.1978  0.243
H 12.7894 -24.7055 25.4647  0.234
H 11.0653 -30.0825 25.4714  0.331
H 12.7311 -29.9480 24.9470  0.290
H 11.4593 -29.4607 23.8587  0.271
C 13.4006 -16.5878 27.0833  -0.655
O 14.1166 -17.7754 26.6664  -0.350
P 15.6102 -18.0766 27.3058  1.062
O 16.1419 -19.3356 26.7428  -0.653
O 16.4347 -16.7330 26.9370  -0.310
C 17.7129 -16.5686 27.4959  -0.586
O 15.4215 -18.1087 28.9384  -0.307
C 16.3457 -18.7784 29.7558  -0.715
H 13.9491 -15.6804 27.3359  0.299
H 12.7659 -16.8223 27.9379  0.269
H 12.6271 -16.3732 26.3459  0.274
H 17.7066 -15.7482 28.2136  0.261
H 18.4376 -16.2777 26.7355  0.265
H 18.1234 -17.4305 28.0219  0.266
H 17.1214 -19.2724 29.1706  0.343
H 15.8358 -19.6256 30.2145  0.266
H 16.6756 -18.2187 30.6310  0.269
C 20.6532 -34.0815 25.2397  -0.779
O 20.1383 -33.1804 26.2076  -0.273
P 18.6973 -33.5094 26.7791  1.088
O 17.6856 -33.7199 25.7253  -0.692
O 18.8478 -34.7866 27.7443  -0.310
C 19.7618 -34.7147 28.8306  -0.675
O 18.3786 -32.3042 27.7652  -0.301
C 17.0646 -32.0026 28.1409  -0.709
H 19.9889 -34.7113 24.6480  0.353
H 21.5876 -34.5553 25.5406  0.285
H 20.9580 -33.3155 24.5267  0.283
H 20.6552 -35.3354 28.7627  0.280
H 19.2565 -34.9411 29.7695  0.272
H 20.1691 -33.7041 28.8608  0.316
H 16.8892 -30.9952 27.7632  0.248
H 16.8607 -32.0146 29.2116  0.268
H 16.3310 -32.6582 27.6718  0.345
C 6.6843 -23.5270 32.6922  -0.685
O 6.0627 -23.5777 31.4132  -0.279
P 5.6481 -22.2411 30.5377  1.051
O 4.9338 -22.5459 29.2421  -0.658
O 4.7026 -21.4482 31.5792  -0.335
C 3.6489 -22.0776 32.2663  -0.688
O 7.0015 -21.2914 30.4395  -0.336
C 8.1276 -21.6942 29.6400  -0.597
H 6.8392 -22.5110 33.0552  0.338
H 7.5632 -24.1713 32.6695  0.266
H 5.9427 -24.0315 33.3115  0.267
H 2.7665 -21.4383 32.2398  0.286
H 3.8676 -22.2944 33.3119  0.255
H 3.3419 -23.0353 31.8460  0.337
H 9.0808 -21.7639 30.1642  0.249
H 8.2734 -21.0481 28.7743  0.262
H 7.7904 -22.6616 29.2676  0.268
C 12.0844 -37.4737 26.7829  -0.666
O 10.8005 -37.9370 26.6865  -0.235
P 10.0028 -38.2824 28.0627  1.091
O 8.6250 -38.8817 27.8429  -0.675
O 10.9904 -39.3659 28.7731  -0.321
C 11.1277 -40.5924 28.1899  -0.703
O 10.1058 -36.8682 28.9264  -0.333
C 9.0587 -35.9321 28.7541  -0.738
H 12.2510 -36.8654 25.8940  0.249
H 12.8077 -38.2822 26.6772  0.235
H 12.2339 -36.8700 27.6780  0.353
H 11.1937 -40.5476 27.1028  0.315
H 10.3623 -41.2576 28.5897  0.274
H 12.0785 -41.0458 28.4702  0.253
H 8.2361 -36.2221 28.1004  0.354
H 9.3328 -34.9477 28.3749  0.287
H 8.6461 -35.7372 29.7440  0.258
C 12.2413 -26.5975 32.9829  -0.534
O 12.5415 -25.7492 31.8362  -0.489
H 11.4992 -27.3555 32.7321  0.243
H 13.1475 -27.1731 33.1717  0.260
H 11.9521 -26.0351 33.8707  0.216
H 12.3306 -26.2946 31.0749  0.303
C -0.0326 -25.8835 27.6459  -0.531
O 1.0246 -25.5472 26.7622  -0.497
H -0.7936 -26.5336 27.2143  0.237
H 0.1903 -26.2820 28.6356  0.246
H -0.4669 -24.9150 27.8940  0.244
H 1.4894 -24.7644 27.0669  0.300

---

Entry from the Open Molecules 2025 dataset: a structure of composition C2BeF3NO6S2 in a non-equilibrium geometry (wB97M-V/def2-TZVPD).

Calculated values
2S+1: 2
Frontier orbital gap (spin up / spin down): 5.32 / 5.92 eV
Total charge: -1
LUMO (spin up / spin down): 2.2 / 2.1 eV
<S²>: 0.793

Last column: Löwdin spin population.
Element x y z (Å)
N 0.3798 -0.1331 -0.3687  0.044
S 1.2716 -0.5731 0.9286  0.075
O 1.2582 -0.2847 2.4196  0.119
S -1.1721 0.2044 -0.4204  0.030
O -1.4075 0.5833 1.0145  0.110
O -1.2164 -0.2421 -1.8452  -0.016
C -2.8937 0.9886 -0.7489  0.024
F -3.4858 1.6491 0.2352  0.007
F -2.8041 1.8723 -1.7361  0.003
F -3.7598 0.0448 -1.0924  0.004
O 3.3966 0.0554 -0.3668  0.002
C 3.8100 -1.0710 -0.3495  0.006
O 4.6574 -1.8621 -0.5796  0.005
O 2.3523 -1.6561 0.6276  0.020
Be -0.3866 0.4246 2.2820  0.567

---

- What is the formula in the first record?
  C29H89O38P9

---

- What is the formula in the first record?
  C29H89O38P9

---

- Among the records above, which one has the highest total charge?
  C29H89O38P9